81
Properties=species:S:1:pos:R:3:forces:R:3 method="wB97M-V/def2-TZVPD" homo_energy_ev=-8.2 spin_multiplicity=1 gap_ev=8.719 max_force_ev_per_a=1.19 de_lowest_kcal_mol=0.00
C 4.500077 -3.724949 1.245497 -0.21 0.09 -0.25
C 3.305576 -4.284580 0.466151 0.05 0.17 0.09
C 2.394512 -3.161024 -0.084002 0.19 -0.29 0.22
Si 0.739601 -3.039873 0.766331 0.80 0.62 -0.62
C 0.444396 -1.250119 1.178001 -0.23 -0.55 0.17
O -0.487570 -3.595894 -0.214952 0.08 -0.43 0.86
Si -1.817332 -4.319877 0.452032 -0.42 -0.10 -0.23
H 4.911825 -4.455718 1.937846 0.15 -0.06 0.00
H 5.275837 -3.406344 0.551818 0.14 0.04 0.04
H 4.198479 -2.841125 1.807923 0.00 0.00 0.20
H 3.673261 -4.898857 -0.352814 -0.03 -0.18 0.01
H 2.749500 -4.935923 1.143069 -0.11 -0.18 -0.11
H 2.893124 -2.211876 0.120205 -0.01 0.18 -0.24
H 2.274886 -3.223819 -1.163686 -0.03 0.02 -0.10
H 0.871591 -3.834498 2.011271 -0.32 -0.11 0.05
H 1.378794 -0.879511 1.596021 -0.03 0.25 0.10
H 0.173957 -0.686251 0.288109 0.02 0.14 -0.04
H -0.348694 -1.192101 1.923437 -0.06 0.29 0.06
H -2.865660 -3.308145 0.700794 -0.01 0.00 -0.03
H -1.477881 -4.947918 1.745605 0.07 -0.01 0.02
H -2.323902 -5.360708 -0.461286 0.01 0.05 -0.06
N -0.984767 2.053572 1.031246 0.02 0.05 0.02
C 0.304739 2.497122 0.916950 0.00 -0.06 0.08
C 0.350636 3.401556 -0.110197 -0.03 -0.10 -0.05
C -0.961953 3.495675 -0.647427 0.00 0.14 -0.04
C -1.764625 2.658979 0.079621 -0.02 -0.07 0.04
H -1.306698 1.372776 1.694798 0.04 -0.05 -0.01
H 1.080103 2.125227 1.564541 -0.01 0.01 0.04
H 1.228153 3.923216 -0.453527 -0.01 0.03 0.00
H -1.272161 4.105774 -1.478505 -0.01 0.02 0.00
H -2.814472 2.432564 -0.004098 -0.01 -0.01 -0.02
N 2.408430 -3.634256 4.561480 0.02 0.00 -0.06
C 1.211967 -3.339697 5.153969 0.01 -0.01 -0.03
C 1.467575 -2.545538 6.239552 0.03 0.03 0.01
C 2.875575 -2.352194 6.300763 -0.03 0.02 0.01
C 3.426781 -3.035791 5.250522 -0.01 -0.02 -0.02
H 2.520545 -4.202331 3.741594 -0.01 0.01 -0.03
H 0.286880 -3.718123 4.754462 -0.01 -0.01 0.00
H 0.729405 -2.146932 6.914668 0.00 0.00 0.01
H 3.418996 -1.777323 7.031299 0.00 0.01 0.01
H 4.450181 -3.145909 4.936097 0.01 0.00 0.01
N -3.243949 -1.420924 -4.202124 0.02 -0.05 0.03
C -2.955197 -0.181944 -3.698583 -0.15 -0.13 0.02
C -2.107569 -0.351436 -2.633995 0.01 -0.05 0.06
C -1.882062 -1.751308 -2.486041 0.01 0.12 0.03
C -2.595964 -2.378607 -3.471558 -0.05 -0.03 -0.02
H -3.846591 -1.599622 -4.983343 -0.02 0.00 -0.01
H -3.382450 0.705981 -4.134641 -0.10 -0.15 0.09
H -1.702029 0.438398 -2.020372 0.02 0.00 0.00
H -1.279831 -2.241617 -1.735724 -0.03 0.11 -0.18
H -2.700536 -3.422866 -3.711303 0.02 -0.01 0.00
N -3.232765 4.458058 2.858207 0.04 -0.03 -0.01
C -4.555946 4.195833 2.637037 0.03 -0.02 0.00
C -5.282673 4.885792 3.570082 0.00 0.02 0.02
C -4.358190 5.595263 4.384742 -0.03 0.00 0.00
C -3.102660 5.310682 3.918221 0.01 -0.03 0.00
H -2.472835 4.080131 2.320725 0.04 0.04 -0.09
H -4.867719 3.545440 1.838100 -0.02 0.00 -0.01
H -6.355856 4.884533 3.658351 -0.01 0.00 0.00
H -4.589368 6.240164 5.215473 -0.01 0.01 0.01
H -2.133392 5.641397 4.248527 0.01 0.01 0.01
N 4.164005 1.026267 -1.776984 0.01 -0.02 0.03
C 2.818148 0.794062 -1.863044 0.00 0.02 0.03
C 2.636220 -0.300166 -2.665071 -0.06 -0.07 0.00
C 3.922447 -0.747141 -3.075946 -0.03 -0.01 0.02
C 4.844195 0.092678 -2.510863 0.00 0.02 0.03
H 4.587982 1.771154 -1.256869 0.01 0.02 0.00
H 2.107711 1.421936 -1.350828 -0.02 0.01 -0.02
H 1.684166 -0.733253 -2.925887 -0.01 0.00 -0.02
H 4.143972 -1.587379 -3.712205 0.00 0.00 -0.01
H 5.918702 0.105588 -2.568407 0.01 0.00 -0.01
N -1.621000 2.160234 -5.067366 0.11 0.11 -0.23
C -2.134806 2.930555 -4.062397 0.05 -0.04 0.00
C -2.100290 4.236291 -4.473630 0.00 0.03 -0.05
C -1.548491 4.251322 -5.784537 0.02 0.06 0.02
C -1.262462 2.955245 -6.120436 0.00 -0.01 0.08
H -1.515825 1.161147 -5.029596 0.07 0.06 0.07
H -2.472090 2.483589 -3.142789 0.04 0.07 0.02
H -2.431622 5.086559 -3.900957 -0.02 0.01 -0.01
H -1.378274 5.114423 -6.405498 -0.01 0.01 -0.01
H -0.834800 2.534299 -7.013644 0.01 0.00 -0.01


8
Properties=species:S:1:pos:R:3:forces:R:3 method="wB97M-V/def2-TZVPD" homo_energy_ev="-10.3 / -10.3" spin_multiplicity=1 gap_ev="9.251 / 9.255" max_force_ev_per_a=2.95 de_lowest_kcal_mol=171.83
C -0.455053 0.233827 0.188974 0.72 0.99 2.68
C -0.747701 -1.049707 0.026827 -0.03 1.23 -0.51
N -0.027334 1.067148 -0.858693 -1.13 -1.14 -0.37
O 1.911072 0.866418 0.212577 0.07 -0.67 0.49
O 1.198894 1.240238 -0.789182 0.89 1.81 -0.90
H -0.270639 0.697317 1.247764 -0.18 -1.03 -1.99
H -0.985295 -1.451579 -0.951374 0.39 -0.28 0.18
H -0.623944 -1.603662 0.923108 -0.75 -0.92 0.41


16
Properties=species:S:1:pos:R:3:forces:R:3 method="wB97M-V/def2-TZVPD" homo_energy_ev=-7.8 spin_multiplicity=1 gap_ev=8.376 max_force_ev_per_a=2.34 de_lowest_kcal_mol=125.67
C -1.280702 -0.180142 0.533760 1.11 -1.48 0.62
C -0.142234 -0.069552 1.351259 -1.25 1.21 0.56
C 0.856692 -0.390880 -2.061121 0.28 0.18 0.05
C 0.698863 1.203515 1.288907 0.37 -0.43 -0.22
N 0.148434 -1.109513 -1.030244 0.20 0.88 1.67
O -1.126746 -0.275369 -0.764138 -0.26 -0.04 -0.29
O -2.443490 -0.645245 0.999152 0.09 0.22 -0.36
H -2.861249 -1.142865 0.271257 0.02 0.22 0.15
H -0.327397 -0.398489 2.371116 -0.04 -0.07 -0.08
H 0.484120 -0.873249 0.235606 -0.37 -0.55 -2.24
H 1.080799 0.659938 -1.820888 -0.03 -0.14 0.01
H 1.804475 -0.925151 -2.184926 -0.07 0.01 0.01
H 0.341057 -0.413772 -3.029689 -0.02 -0.11 0.19
H 0.842970 1.533809 0.260093 -0.01 0.08 0.04
H 1.683729 1.012617 1.719197 0.00 0.07 -0.06
H 0.240677 2.014346 1.860660 -0.02 -0.07 -0.07


8
Properties=species:S:1:pos:R:3:forces:R:3 method="wB97M-V/def2-TZVPD" homo_energy_ev=-17.1 total_charge=+1 spin_multiplicity=1 gap_ev=9.279 max_force_ev_per_a=2.69 de_lowest_kcal_mol=62.12
C 0.082000 -0.112763 -0.162776 -1.86 -0.11 -1.94
C -0.426781 0.090087 1.238192 -0.36 0.71 -0.63
N 0.306279 -0.118980 2.218210 -0.78 1.21 0.57
O 0.920588 0.022185 3.165464 0.56 -0.70 0.22
H -0.644342 -0.891197 -0.516534 0.40 0.72 -0.22
H -0.073876 0.831163 -0.843634 0.39 -1.72 1.60
H 1.036554 -0.614506 -0.314891 0.25 0.59 0.57
H -1.488912 0.445695 1.474278 1.41 -0.70 -0.17